1.
151
Properties=species:S:1:pos:R:3:forces:R:3:mulliken_charge:R:1 method="wB97M-V/def2-TZVPD" homo_lumo_gap_ha=0.2838 e_lumo_ha=-0.0912 fmax_ev_per_a=1.61 e_homo_ha=-0.3750 charge=+1
C -2.411 -1.794 -1.808 0.027 0.205 -0.304 -1.260
C -1.524 -0.537 -1.635 -0.109 -0.863 -0.104 0.677
C -0.295 -0.845 -0.797 -0.327 0.053 0.101 0.304
Cl 0.652 -2.051 -1.725 0.042 -0.079 -0.199 -0.002
C 0.603 0.281 -0.191 0.166 -0.367 -0.108 0.710
C 1.723 -0.457 0.564 -0.064 -0.224 0.035 -3.419
C 1.263 -1.406 1.681 0.356 0.193 0.398 -1.450
C 1.668 -2.865 1.439 -0.313 -0.386 0.620 -1.120
S 0.221 -3.958 1.670 -0.452 0.054 -0.439 -0.245
C 0.333 -5.013 0.237 0.414 0.275 0.415 0.287
S 1.735 -5.618 -0.281 -0.032 0.022 -0.319 -0.155
N -0.894 -5.236 -0.388 -0.401 -0.069 -0.173 0.332
C -1.099 -5.634 -1.702 -0.552 -0.217 0.007 -0.048
C -2.455 -5.722 -1.851 0.698 0.012 -0.001 -0.823
N -3.104 -5.391 -0.673 0.496 0.002 0.096 -0.467
C -2.145 -5.107 0.166 -0.523 0.208 0.045 0.067
C 1.307 1.354 -1.056 -0.715 0.659 -0.191 -0.909
P 2.604 0.771 -2.234 1.420 -0.055 0.180 1.108
O 3.866 0.356 -1.556 -0.580 0.076 -0.023 -1.022
C 0.375 2.391 -1.763 0.769 -0.015 -0.223 -0.259
N 0.418 2.047 -3.159 -0.849 -0.335 -0.054 -0.003
Si 1.156 4.182 -1.712 -0.012 0.623 -0.008 0.656
C 0.543 5.143 -3.217 0.209 -0.307 0.183 -1.440
C 0.656 5.153 -0.179 -0.020 -0.061 -0.017 -0.302
C 3.022 4.168 -1.791 0.038 -0.188 0.069 -1.323
N -0.975 2.446 -1.086 -0.042 -1.157 -0.251 1.268
C -2.213 2.808 -1.815 -0.242 0.762 0.283 -0.672
C -2.463 2.396 -3.261 0.033 0.163 -0.127 -1.572
C -1.088 2.024 0.187 -0.289 0.020 0.373 -1.490
N -1.964 2.556 1.036 -0.573 -0.224 -0.672 1.293
C -2.792 3.746 0.918 0.028 0.330 0.326 -1.078
C -4.295 3.480 0.777 0.224 0.045 0.532 -0.538
C -5.020 4.810 0.588 -0.420 -0.261 -0.096 -1.173
C -5.048 5.253 -0.886 0.025 -0.382 0.230 -0.030
S -4.375 6.875 -1.072 -0.174 0.319 0.401 1.154
O -5.412 7.862 -1.023 0.448 -0.274 -0.071 -0.604
O -3.233 7.006 -0.203 -0.195 -0.068 -0.300 -0.573
O -3.842 6.708 -2.567 0.038 0.219 0.000 -0.473
N -0.300 1.032 0.750 0.678 1.443 -0.222 0.764
P 0.528 1.518 2.258 0.503 -0.746 0.321 -0.361
O 0.420 3.133 2.196 -0.053 -0.116 -0.043 -0.056
I -1.126 0.881 3.971 -0.096 0.062 -0.062 -0.111
H -2.267 -2.239 -2.791 0.122 -0.124 0.061 0.317
H -3.464 -1.522 -1.752 -0.018 -0.074 0.148 0.461
H -2.192 -2.557 -1.065 -0.106 -0.030 0.112 0.007
H -1.184 -0.264 -2.631 -0.149 0.553 -0.021 -0.326
H -2.148 0.216 -1.169 0.164 0.337 -0.025 -0.328
H -0.663 -1.402 0.066 0.152 0.021 0.090 0.710
H 2.487 0.236 0.913 -0.194 0.218 0.138 1.414
H 2.260 -1.043 -0.180 -0.165 0.094 -0.079 1.376
H 1.738 -1.082 2.611 -0.013 0.000 0.011 0.371
H 0.192 -1.328 1.882 -0.058 -0.003 -0.110 0.809
H 2.402 -3.181 2.170 0.158 0.039 -0.271 0.649
H 2.067 -3.038 0.446 0.034 -0.099 0.037 0.274
H -0.278 -5.813 -2.371 0.016 -0.020 0.049 0.441
H -2.979 -6.019 -2.744 -0.124 0.053 0.043 0.411
H -2.309 -4.778 1.180 0.237 -0.021 0.071 -0.039
H 1.907 1.930 -0.343 0.144 -0.285 0.177 0.899
H 2.892 1.828 -3.090 -0.380 0.170 -0.083 -0.010
H 2.065 -0.219 -3.059 -0.337 0.170 -0.067 0.102
H 0.019 1.146 -3.398 0.037 -0.081 0.065 -0.412
H 0.027 2.726 -3.792 0.244 0.168 0.008 0.271
H -0.383 4.754 -3.641 -0.092 0.189 -0.072 0.343
H 1.318 5.134 -3.984 -0.110 -0.080 -0.149 0.311
H 0.394 6.182 -2.925 -0.129 0.031 -0.030 0.446
H 0.251 6.117 -0.494 -0.025 0.010 -0.042 0.485
H -0.081 4.688 0.471 -0.001 -0.082 -0.002 -0.856
H 1.540 5.374 0.422 -0.028 -0.054 0.110 0.498
H 3.394 3.934 -2.787 0.016 0.008 -0.039 0.366
H 3.358 5.176 -1.539 -0.022 0.053 -0.025 0.527
H 3.510 3.494 -1.084 0.006 -0.026 0.020 0.301
H -3.037 2.418 -1.221 0.152 -0.180 0.014 0.338
H -2.348 3.894 -1.790 0.182 0.045 -0.037 0.461
H -3.521 2.598 -3.443 -0.029 -0.050 0.036 0.595
H -1.925 3.026 -3.965 0.022 -0.032 -0.025 0.311
H -2.282 1.354 -3.495 0.033 -0.138 0.087 0.051
H -2.042 2.097 1.937 -0.049 -0.260 -0.067 -0.055
H -2.688 4.268 1.874 0.168 0.059 -0.027 0.809
H -2.397 4.439 0.180 -0.001 -0.151 -0.154 -0.013
H -4.540 2.749 0.006 -0.007 0.105 -0.157 0.348
H -4.626 3.034 1.718 -0.030 -0.066 -0.036 0.509
H -6.041 4.713 0.952 -0.031 0.044 -0.066 0.443
H -4.546 5.566 1.214 0.025 0.040 -0.012 0.544
H -6.057 5.230 -1.288 0.011 0.244 -0.102 0.544
H -4.437 4.598 -1.506 0.079 0.040 0.010 -0.283
H -3.471 7.565 -2.839 -0.033 -0.041 -0.160 0.357
H 1.280 3.486 2.481 -0.164 0.407 0.164 0.273
C 4.700 -0.443 -6.154 -1.025 0.750 -0.504 0.404
O 5.402 -1.436 -6.087 -0.222 -0.373 -0.331 -0.692
N 4.139 0.159 -5.066 -0.316 -0.222 -0.175 0.072
N 4.388 0.159 -7.350 -0.061 -0.263 0.005 -0.374
H 3.558 0.977 -5.139 -0.145 -0.088 -0.181 0.049
H 4.340 -0.238 -4.163 -0.059 0.199 0.024 0.142
H 4.782 -0.238 -8.183 0.102 0.023 -0.018 0.221
H 3.820 0.986 -7.414 0.017 0.055 0.096 0.218
C -4.716 -4.212 3.537 0.058 -0.275 0.062 0.641
O -3.847 -3.339 3.461 0.019 0.084 -0.051 -0.765
N -4.934 -5.072 2.506 0.034 0.219 0.049 -0.316
N -5.468 -4.378 4.648 -0.338 0.335 -0.193 -0.327
H -5.615 -5.807 2.512 0.013 -0.018 0.056 0.149
H -4.354 -4.940 1.700 -0.161 -0.135 -0.225 0.262
H -5.271 -3.778 5.426 0.097 -0.109 0.082 0.234
H -6.136 -5.115 4.761 0.115 -0.118 0.019 0.158
C -2.022 -5.687 5.822 0.091 0.123 -0.152 0.693
O -3.182 -5.995 6.066 0.038 0.027 0.053 -0.673
N -1.699 -4.663 4.974 -0.052 -0.117 0.163 -0.142
N -0.966 -6.346 6.380 -0.046 -0.045 0.082 -0.343
H -0.752 -4.411 4.766 0.034 -0.082 0.008 0.104
H -2.450 -4.149 4.534 0.032 0.062 -0.056 0.132
H -1.167 -7.107 7.003 0.096 -0.053 -0.009 0.121
H -0.007 -6.114 6.206 0.007 0.018 0.001 0.148
C 0.263 6.433 4.148 -0.201 0.031 -0.039 0.700
O 1.349 5.987 3.814 0.110 -0.233 -0.112 -0.630
N -0.815 6.412 3.301 -0.043 -0.117 0.046 -0.216
N 0.037 6.982 5.374 0.062 -0.054 -0.023 -0.417
H -1.721 6.766 3.542 0.025 0.089 0.012 0.175
H -0.671 6.018 2.391 0.035 0.074 -0.045 0.014
H 0.810 7.015 6.012 0.014 0.006 0.006 0.238
H -0.849 7.351 5.660 -0.005 0.024 -0.020 0.158
C 4.939 -2.935 0.575 0.112 0.404 -0.108 0.452
O 4.456 -3.367 1.616 0.242 -0.039 0.090 -0.730
N 5.801 -3.635 -0.205 0.012 -0.188 -0.066 -0.313
N 4.648 -1.689 0.087 0.023 -0.511 0.188 -0.023
H 6.171 -3.239 -1.052 0.101 0.079 -0.052 0.232
H 6.070 -4.556 0.083 -0.045 -0.003 0.061 0.210
H 4.029 -1.109 0.618 0.336 -0.035 -0.014 0.300
H 5.052 -1.340 -0.768 -0.002 0.093 0.004 0.233
C 0.838 0.597 -6.451 -0.020 -0.387 -0.237 0.670
O 1.624 1.477 -6.123 0.001 0.278 0.127 -0.669
N 1.250 -0.570 -7.010 -0.048 0.077 0.079 -0.322
N -0.517 0.727 -6.274 0.147 -0.053 0.260 -0.379
H 0.624 -1.303 -7.286 -0.033 0.006 0.007 0.167
H 2.240 -0.698 -7.142 -0.015 -0.003 -0.021 0.234
H -0.855 1.595 -5.904 -0.026 0.078 -0.142 0.159
H -1.177 0.024 -6.548 0.008 0.009 -0.074 0.164
C -0.781 -8.523 10.069 -0.042 0.001 0.046 0.642
O 0.195 -8.201 9.413 -0.087 0.057 -0.110 -0.627
N -1.986 -7.882 9.961 0.071 -0.029 -0.016 -0.341
N -0.746 -9.553 10.968 -0.008 0.022 -0.014 -0.393
H -2.796 -8.138 10.491 -0.005 -0.018 -0.001 0.162
H -2.050 -7.114 9.319 -0.012 0.030 0.010 0.196
H 0.123 -10.042 11.069 0.015 -0.001 -0.009 0.219
H -1.534 -9.836 11.518 -0.012 0.009 0.000 0.158
C 6.976 -0.498 -2.879 0.118 0.362 -0.317 0.554
O 6.541 -1.475 -2.277 -0.188 -0.192 0.101 -0.751
N 6.642 -0.232 -4.167 0.801 0.152 1.313 -0.267
N 7.820 0.390 -2.278 0.050 0.011 0.120 -0.419
H 6.983 0.564 -4.670 0.089 0.034 0.065 0.102
H 5.997 -0.851 -4.626 0.791 -0.577 -0.110 0.169
H 8.073 0.212 -1.324 0.018 -0.013 0.011 0.234
H 8.189 1.199 -2.740 0.001 -0.031 -0.021 0.150

***

2.
145
Properties=species:S:1:pos:R:3:forces:R:3:mulliken_charge:R:1 method="wB97M-V/def2-TZVPD" homo_lumo_gap_ha=0.2835 e_lumo_ha=0.0618 fmax_ev_per_a=8.53 e_homo_ha=-0.2217 charge=-1
Cl -13.022 20.455 -10.435 0.518 -0.166 -2.990 1.554
O -14.103 19.971 -9.626 0.084 -0.338 0.689 -0.612
O -11.743 19.837 -10.126 -0.343 0.557 1.367 -0.639
O -13.239 20.119 -11.830 -0.754 -0.361 -0.121 -0.666
O -12.994 21.897 -10.392 0.512 0.339 1.090 -0.642
C -11.245 23.974 -4.840 -0.302 -1.503 3.841 0.675
O -11.182 23.167 -3.913 -0.774 0.561 0.179 -0.684
N -10.642 23.852 -5.933 4.170 -2.209 -7.101 -0.294
N -11.788 25.169 -4.893 -3.169 3.861 2.770 -0.386
H -10.244 22.987 -6.269 -0.144 0.137 0.279 0.210
H -10.668 24.627 -6.581 0.301 -0.660 -0.102 0.125
H -11.981 25.670 -5.748 -0.026 -0.329 0.415 0.156
H -12.260 25.480 -4.056 -0.064 0.109 -0.301 0.199
C -19.392 15.914 -6.759 1.495 -0.216 -5.625 0.690
O -19.581 15.570 -7.936 -0.825 -0.166 0.784 -0.691
N -18.380 16.716 -6.500 2.282 2.111 1.271 -0.382
N -20.031 15.517 -5.723 -2.844 -1.674 4.131 -0.354
H -17.834 17.128 -7.242 -0.282 -0.242 0.153 0.210
H -18.215 17.010 -5.548 0.250 0.216 -0.415 0.145
H -20.789 14.851 -5.774 0.321 0.235 -0.178 0.222
H -19.699 15.796 -4.811 -0.376 -0.252 -0.169 0.161
C -8.129 18.975 -16.168 -0.033 -2.995 0.913 0.613
O -8.352 17.792 -16.092 -0.251 -1.835 -0.775 -0.636
N -8.942 19.884 -15.741 -2.147 3.416 1.021 -0.372
N -6.983 19.487 -16.559 3.846 1.013 -1.595 -0.401
H -9.819 19.652 -15.296 0.403 0.115 0.123 0.249
H -8.392 20.701 -15.516 -1.461 0.499 0.439 0.162
H -6.232 18.871 -16.836 -0.333 0.046 0.206 0.220
H -6.711 20.429 -16.314 -0.053 -0.289 -0.280 0.167
C -20.934 21.779 -8.544 -1.024 -1.732 -0.307 -0.589
O -20.437 22.976 -8.171 2.157 2.780 0.645 -0.382
C -19.110 23.359 -8.647 -1.225 -0.227 -0.617 -0.401
C -19.287 24.353 -9.826 0.311 0.591 0.411 -0.794
N -19.921 23.860 -11.033 0.603 0.078 -0.612 -0.427
C -18.949 23.080 -11.799 -0.738 -1.927 0.559 -0.311
C -19.569 22.145 -12.826 -0.969 -0.901 -0.829 -0.855
O -20.605 21.277 -12.261 1.080 1.353 1.312 -0.204
C -21.212 20.419 -13.160 0.114 -0.118 -0.794 -0.808
H -21.299 21.716 -9.569 -0.217 0.232 -0.308 0.216
H -21.770 21.643 -7.858 -0.165 -0.555 -0.178 0.278
H -20.248 20.935 -8.472 0.349 -0.103 0.391 0.270
H -18.584 22.431 -8.871 0.084 -0.015 -0.626 0.285
H -18.497 23.786 -7.854 -0.522 0.360 0.280 0.378
H -18.336 24.821 -10.081 0.422 -0.418 -0.169 0.421
H -19.843 25.250 -9.555 -0.377 -0.265 0.821 0.358
H -20.685 23.257 -10.760 -0.155 -0.089 -0.215 0.259
H -18.490 22.381 -11.100 0.626 -0.112 0.107 0.256
H -18.139 23.654 -12.248 -0.309 0.311 -0.051 0.353
H -18.847 21.470 -13.285 0.620 0.015 0.348 0.439
H -19.962 22.657 -13.705 -0.541 0.480 0.087 0.409
H -21.822 21.011 -13.843 -0.238 -0.203 -0.358 0.328
H -21.823 19.658 -12.674 -0.104 0.397 0.443 0.239
H -20.478 19.841 -13.722 0.258 0.038 -0.338 0.285
C -13.512 13.500 -6.976 -0.045 0.013 0.999 -0.740
O -12.464 13.581 -6.009 0.265 -0.600 -0.204 -0.365
C -12.537 14.479 -4.928 -0.396 1.391 -1.042 -0.395
C -12.286 15.956 -5.373 0.695 -0.765 -0.187 -0.743
N -10.888 16.310 -5.640 -0.520 -0.719 0.522 -0.237
C -10.085 16.497 -4.436 -0.447 -0.179 -0.883 -0.358
C -8.662 16.860 -4.751 0.363 1.342 0.024 -0.753
O -7.896 16.821 -3.551 0.224 0.847 -0.549 -0.405
C -8.079 18.005 -2.727 0.344 -1.435 -0.626 -0.641
H -14.462 13.777 -6.517 -0.208 0.115 0.036 0.340
H -13.589 12.450 -7.257 0.096 0.055 -0.136 0.258
H -13.374 14.110 -7.869 0.319 0.144 0.075 0.264
H -11.887 14.102 -4.138 0.344 0.172 -0.245 0.276
H -13.526 14.542 -4.473 -0.527 -0.488 -0.087 0.329
H -12.790 16.594 -4.646 0.117 0.387 0.374 0.343
H -12.785 16.132 -6.325 -0.363 -0.271 0.053 0.433
H -10.897 17.091 -6.280 0.393 0.229 0.218 0.286
H -10.123 15.608 -3.806 0.058 -0.242 -0.232 0.280
H -10.474 17.308 -3.821 -0.231 0.242 0.271 0.293
H -8.683 17.871 -5.159 -0.154 0.817 0.447 0.309
H -8.138 16.471 -5.624 -0.091 -1.611 0.514 0.426
H -7.150 18.064 -2.161 -0.326 0.160 0.351 0.224
H -8.968 17.823 -2.122 0.154 0.431 0.355 0.273
H -8.192 18.909 -3.325 -0.073 -0.010 -0.106 0.300
C 0.466 26.159 -7.522 -0.715 -0.580 -0.524 -0.644
O 0.192 25.788 -8.878 0.130 0.198 -0.059 -0.402
C -0.306 24.469 -9.150 -1.082 0.395 1.263 -0.539
C -1.819 24.237 -8.727 0.866 0.882 0.451 -0.217
N -2.690 23.913 -9.840 0.652 0.551 -0.254 -0.411
C -3.999 23.497 -9.380 -0.098 -0.694 -0.820 -0.780
C -4.046 22.094 -8.778 -0.796 -0.761 0.435 -0.469
O -3.482 21.072 -9.644 0.254 0.655 0.952 -0.383
C -4.391 20.551 -10.598 0.304 0.878 -0.330 -0.705
H 1.035 27.089 -7.518 -0.179 -0.040 -0.231 0.233
H 1.033 25.420 -6.956 0.226 -0.360 -0.216 0.297
H -0.477 26.287 -6.990 -0.073 0.250 0.185 0.268
H 0.332 23.793 -8.581 0.099 -0.470 -0.403 0.288
H -0.265 24.357 -10.233 0.367 -0.132 0.111 0.346
H -2.102 25.176 -8.252 -0.372 0.255 -0.180 0.218
H -1.965 23.498 -7.939 0.632 -0.308 0.249 0.252
H -2.187 23.182 -10.323 -0.556 -0.420 -0.390 0.313
H -4.731 23.410 -10.184 0.343 0.381 -0.651 0.291
H -4.404 24.323 -8.795 0.011 -0.386 0.650 0.413
H -5.086 21.835 -8.582 -0.425 0.035 -0.318 0.393
H -3.665 21.999 -7.761 0.947 -0.068 -0.268 0.367
H -4.642 21.359 -11.285 -0.639 0.095 -0.058 0.300
H -5.273 20.125 -10.120 -0.065 -0.064 -0.115 0.299
H -3.886 19.837 -11.249 0.153 -0.295 0.523 0.272
C -5.753 30.239 -7.423 0.538 -0.003 0.421 -0.766
O -6.887 29.869 -8.104 -2.090 -0.097 -0.533 -0.273
C -8.108 30.476 -7.692 -0.152 0.801 0.361 -0.681
C -9.196 30.237 -8.690 1.332 -0.539 -0.416 -0.499
N -9.480 28.795 -8.732 -1.773 0.417 -0.109 -0.383
C -10.576 28.559 -9.687 -0.048 -0.071 -0.798 -0.796
C -12.002 28.796 -9.200 1.140 -0.305 -0.249 -0.344
O -12.209 30.164 -9.015 -0.898 1.759 1.170 -0.315
C -13.195 30.496 -7.998 1.242 -1.066 0.127 -0.781
H -4.975 29.614 -7.862 0.302 0.218 0.362 0.233
H -5.857 30.067 -6.352 0.162 -0.256 0.242 0.312
H -5.514 31.296 -7.539 0.088 0.248 -0.234 0.295
H -8.031 31.556 -7.562 0.637 0.391 -0.267 0.401
H -8.508 30.169 -6.726 0.533 -0.746 0.367 0.341
H -8.789 30.517 -9.662 -0.054 0.395 -0.387 0.307
H -10.029 30.912 -8.492 -0.237 -0.649 0.156 0.398
H -8.646 28.351 -9.089 0.087 -0.114 0.071 0.250
H -10.581 27.545 -10.086 0.306 -0.273 0.340 0.500
H -10.438 29.175 -10.576 0.065 0.330 -0.306 0.365
H -12.052 28.181 -8.302 -0.697 0.200 0.400 0.159
H -12.687 28.468 -9.982 -0.156 -0.509 0.103 0.370
H -12.853 29.984 -7.099 -0.476 -0.545 0.202 0.324
H -14.197 30.184 -8.294 -0.028 0.043 0.047 0.306
H -13.178 31.524 -7.636 0.161 0.339 -1.068 0.278
C -16.710 16.326 -14.796 -1.148 -0.892 0.028 -0.356
C -17.380 16.167 -13.389 0.018 0.994 -1.642 -0.325
O -18.665 15.497 -13.542 1.123 0.317 -0.045 -0.550
O -16.553 15.062 -15.377 0.903 -1.765 -0.286 -0.542
H -15.718 16.775 -14.840 -0.162 0.272 0.705 0.292
H -17.334 16.789 -15.560 -0.439 1.175 0.719 0.247
H -17.575 17.176 -13.027 0.229 -0.013 0.405 0.329
H -16.711 15.604 -12.738 -0.048 0.039 0.078 0.290
H -19.065 15.579 -12.673 -0.255 -0.201 0.025 0.307
H -17.247 14.471 -15.076 -0.210 0.095 0.052 0.309
C -9.479 13.911 -11.782 -1.675 0.673 1.318 -0.440
C -9.053 13.565 -10.369 -1.676 -0.310 0.623 -0.153
O -8.470 12.266 -10.321 0.248 0.331 0.045 -0.534
O -8.456 13.717 -12.645 1.965 0.225 -1.915 -0.510
H -9.829 14.940 -11.859 0.128 0.439 0.683 0.345
H -10.371 13.405 -12.150 -0.142 -0.900 0.531 0.237
H -9.947 13.520 -9.746 -0.583 0.060 -0.137 0.126
H -8.512 14.338 -9.824 0.919 0.084 -0.641 0.272
H -8.647 11.968 -9.426 0.193 -0.290 -0.034 0.318
H -8.477 14.510 -13.185 0.608 -0.275 -0.475 0.341